1.
Below is C19H22F5LiOSb as an isolated structure, with properties calculated with ωB97M-V/def2-TZVPD.

Spin multiplicity   1
Total charge   -1
LUMO energy   0.0942 Ha
Gap between HOMO and LUMO   0.20500 Eh

Structure (XYZ):
```
49
Properties=species:S:1:pos:R:3:forces:R:3
Li 1.030473 0.092502 2.105185 -0.1 0.1 -0.1
C 0.412028 1.851186 3.172615 0.0 -0.2 0.0
C -0.908564 1.352605 2.904520 0.1 0.1 0.1
C -1.620679 0.539566 3.825466 0.0 0.0 0.0
C -2.840109 -0.031838 3.518620 0.0 0.0 0.0
C -3.442050 0.158517 2.275842 0.1 0.0 0.0
C -2.776019 0.964734 1.358184 0.0 0.0 0.0
C -1.560723 1.551053 1.663251 0.0 0.0 -0.1
H 0.701593 1.900363 4.219238 0.0 0.0 0.0
H 0.733534 2.710718 2.587815 0.0 0.0 0.0
H -1.174650 0.353038 4.797498 0.0 0.0 0.0
H -3.328447 -0.656679 4.260188 0.0 0.0 0.0
H -4.385645 -0.310944 2.031214 0.0 0.0 0.0
H -3.214092 1.140127 0.380317 0.0 0.0 0.0
H -1.077805 2.182748 0.926148 0.0 0.0 0.0
C 3.914268 1.542447 -3.296082 0.0 0.1 0.0
C 3.573558 2.047327 -1.898047 0.0 0.0 0.0
Sb 2.151399 0.903247 -0.718070 -0.1 -0.1 0.0
C 0.340190 1.628161 -1.640818 0.0 0.0 0.0
C 0.413338 2.137966 -3.075447 0.0 0.0 0.0
C 2.344564 -0.993290 -1.727402 0.0 -0.1 0.1
C 1.588689 -1.207100 -3.032203 0.0 0.0 0.0
H 4.703478 2.145882 -3.755484 0.0 0.0 0.0
H 3.050833 1.575295 -3.959599 0.0 0.0 0.0
H 4.266338 0.510213 -3.274747 0.0 0.0 0.0
H 3.189601 3.070343 -1.934627 0.0 0.0 0.0
H 4.476798 2.086668 -1.284660 0.0 0.0 0.0
H -0.009521 2.424026 -0.982469 0.0 0.0 0.0
H -0.376608 0.810691 -1.536902 0.0 0.0 0.0
H 1.152535 2.933861 -3.185354 0.0 0.0 0.0
H -0.551347 2.548485 -3.388109 0.0 0.0 0.0
H 0.672970 1.348010 -3.777913 0.0 0.0 0.0
H 1.984231 -1.690587 -0.969475 0.0 0.0 0.0
H 3.415896 -1.169242 -1.856059 0.0 0.0 0.0
H 0.523297 -1.014735 -2.904940 0.0 0.0 0.0
H 1.684730 -2.244209 -3.366337 0.0 0.0 0.0
H 1.956556 -0.568282 -3.835896 0.0 0.0 0.0
F -4.063204 -4.157627 1.639714 0.0 0.0 0.0
C -2.922823 -3.459261 1.463690 0.0 0.0 0.0
C -2.047847 -3.251492 2.516647 0.0 0.0 0.0
F -2.342751 -3.745424 3.731336 0.0 0.0 0.0
C -0.891310 -2.528803 2.324553 0.0 -0.1 0.1
F -0.067004 -2.342435 3.377316 0.0 0.0 0.0
C -0.537517 -1.946821 1.092187 0.2 0.1 0.0
O 0.522875 -1.225600 0.939192 0.1 0.0 0.1
C -1.437543 -2.210720 0.048400 -0.2 0.0 -0.1
F -1.184156 -1.701651 -1.177221 0.0 0.0 0.1
C -2.602698 -2.932257 0.227878 0.1 0.0 -0.1
F -3.440664 -3.120779 -0.809151 0.0 0.0 0.0
```
Positions in Å, forces in eV/Å.

These are the natural (NBO) partial charges, in e, on atoms 1 to 6: atom 1 (Li): 0.848, atom 2 (C): -0.936, atom 3 (C): -0.056, atom 4 (C): -0.282, atom 5 (C): -0.201, atom 6 (C): -0.328

2.
Below is C30H39Ge2IN3NiS as an isolated structure, with properties calculated with ωB97M-V/def2-TZVPD.

Spin multiplicity   3
Total charge   -1
ΔE to the lowest compared entry with this formula, charge and spin   11.1 kcal per mole
LUMO energy (alpha / beta)   0.0916 / 0.0912 Ha
Gap between HOMO and LUMO (alpha / beta)   0.26585 / 0.27426 Eh

Structure (XYZ):
```
77
Properties=species:S:1:pos:R:3:forces:R:3
Ni 0.367942 -0.081658 2.112658 0.3 -0.4 0.5
C -2.394995 -1.794866 1.265533 0.0 0.1 0.0
N -1.137854 -1.672531 1.977606 0.0 -0.1 -0.1
C -0.973746 -2.515626 2.953073 0.0 0.1 0.0
C 0.119042 -2.400750 3.829004 0.1 0.0 0.0
C 0.553797 -3.148827 4.935604 -0.1 -0.1 0.0
C 1.685999 -2.494931 5.408230 0.0 -0.1 0.1
C 1.884679 -1.380962 4.573996 0.0 0.1 -0.1
N 0.946270 -1.327442 3.631373 0.0 0.0 0.0
C -2.375047 -2.732356 0.075456 0.0 -0.1 0.0
C -1.277023 -3.520871 -0.235924 0.0 0.0 0.1
C -1.305756 -4.364497 -1.341476 0.1 -0.1 0.0
C -2.429148 -4.430936 -2.146468 -0.1 -0.1 0.0
C -3.535736 -3.647119 -1.839438 0.0 0.0 0.0
C -3.505230 -2.808459 -0.739454 0.0 0.0 0.0
H -2.690406 -0.801783 0.925179 0.0 0.0 0.0
H -3.194862 -2.111533 1.947367 0.0 -0.1 0.0
H -1.719616 -3.294910 3.128420 0.0 0.0 0.0
H 0.096141 -4.048911 5.323168 0.0 0.1 0.0
H 2.301502 -2.777906 6.248730 0.0 0.0 0.0
H 2.668929 -0.639167 4.623120 0.0 0.0 0.0
H -0.392372 -3.472739 0.384294 0.0 0.0 0.0
H -0.435441 -4.968140 -1.570504 0.0 0.0 0.0
H -2.446030 -5.085670 -3.009284 0.0 0.0 0.0
H -4.421748 -3.682934 -2.462198 0.0 0.0 0.0
H -4.368030 -2.190882 -0.509194 0.0 0.0 0.0
C -2.505457 2.659456 0.350539 -0.1 -0.1 -0.1
C -1.355272 3.272626 1.130908 0.3 0.1 0.1
Ge 0.370930 2.319393 0.870484 -0.2 0.3 -0.3
C 1.796850 3.026260 2.029781 -0.1 0.0 0.0
C 1.636856 4.539624 2.141714 0.0 0.1 0.0
C 0.920448 2.829104 -0.955064 0.0 0.3 0.2
C 0.900147 1.783835 -1.785542 0.0 -0.1 -0.1
Ge 0.222762 0.253348 -0.742003 -0.1 0.0 0.0
C -1.565643 -0.061593 -1.571940 0.0 0.1 -0.1
C -1.540304 -1.002789 -2.774328 0.1 -0.1 -0.1
C 1.346846 -1.379410 -0.812924 -0.1 -0.1 0.0
C 2.814934 -1.167847 -1.172684 0.1 0.1 0.0
C 1.169868 1.843467 -3.237238 0.1 -0.1 -0.1
C 1.112403 3.045405 -3.949058 0.0 0.0 0.0
C 1.382681 3.085814 -5.306205 0.0 0.0 0.0
C 1.712835 1.923262 -5.991533 0.0 0.0 -0.1
C 1.757878 0.720900 -5.305402 0.0 -0.1 0.0
C 1.483073 0.683951 -3.945907 -0.1 0.0 -0.1
H -3.449034 3.185111 0.521596 0.0 0.0 0.0
H -2.656110 1.611532 0.628754 0.0 0.0 0.0
H -2.305418 2.683152 -0.723191 0.0 0.0 0.0
H -1.590113 3.359702 2.192011 0.1 0.0 0.0
H -1.163438 4.291582 0.772935 0.0 0.0 0.0
H 2.739405 2.751696 1.556168 0.0 0.0 0.0
H 1.780645 2.566637 3.013984 0.0 0.0 0.0
H 1.624119 5.027690 1.160566 0.0 0.0 0.0
H 2.459080 4.981413 2.711668 0.0 0.0 0.0
H 0.709384 4.799022 2.658739 0.0 0.0 0.0
H 1.192293 3.834705 -1.287142 0.0 0.0 0.0
H -1.891772 0.932647 -1.887529 0.0 0.0 0.0
H -2.309497 -0.408519 -0.862845 0.1 0.1 0.0
H -0.976233 -0.578579 -3.605397 0.1 0.0 0.0
H -2.553166 -1.205843 -3.134477 0.0 0.1 0.0
H -1.096895 -1.971456 -2.525708 -0.1 0.1 0.0
H 0.869824 -2.048162 -1.538944 0.0 0.0 0.0
H 1.275897 -1.883109 0.154531 0.0 0.0 0.0
H 2.935510 -0.735280 -2.167233 0.0 0.0 0.1
H 3.352509 -2.119223 -1.160105 0.0 0.0 0.0
H 3.311308 -0.505324 -0.466475 0.0 0.0 0.0
H 0.837169 3.956710 -3.432105 0.0 0.0 0.0
H 1.327921 4.030319 -5.835077 0.0 0.0 0.0
H 1.929776 1.956927 -7.052166 0.0 0.0 0.0
H 2.004181 -0.196682 -5.826660 0.0 0.0 0.0
H 1.510769 -0.264321 -3.424622 0.0 0.0 0.0
I -0.429143 2.223432 4.890884 0.0 0.0 0.0
C -1.006096 0.888835 3.286857 0.0 0.0 0.0
H -1.861983 1.400840 2.849802 0.0 -0.1 -0.1
H -1.383971 0.036750 3.846805 -0.1 0.0 0.1
S 5.161861 0.099952 2.338192 -0.1 0.0 0.0
C 3.558191 0.142790 2.051938 0.1 0.0 0.0
N 2.409933 0.176650 1.831775 -0.2 0.0 -0.1
```
Positions in Å, forces in eV/Å.

These are the Löwdin partial charges, in e, on atoms 1 to 6: atom 1 (Ni): 0.346, atom 2 (C): -0.190, atom 3 (N): -0.041, atom 4 (C): -0.106, atom 5 (C): -0.336, atom 6 (C): -0.068

3.
Below is one molecule with the formula C4H6N2O at a distorted geometry, with properties calculated with ωB97M-V/def2-TZVPD.

Spin multiplicity   1
ΔE to the lowest compared entry with this formula, charge and spin   64.2 kcal per mole
LUMO energy   0.0200 Ha
Gap between HOMO and LUMO   0.34870 Eh

Structure (XYZ):
```
13
Properties=species:S:1:pos:R:3:forces:R:3
N -2.195702 0.424417 -0.022172 -0.1 -0.2 0.1
C -2.009774 -0.847072 0.361541 0.2 0.2 -0.1
O -0.797738 -1.368982 0.135339 -0.3 -0.1 0.1
C 0.319265 -0.718810 -0.469083 0.1 0.1 -0.1
C 1.063169 0.131007 0.566400 -0.1 0.0 0.1
C 2.309239 0.663896 0.009768 0.8 0.3 -0.4
N 3.285645 1.063183 -0.463596 -0.9 -0.4 0.5
H -1.578608 1.090936 -0.484745 0.1 -0.3 0.1
H -3.128414 0.755879 0.168663 0.2 0.1 -0.1
H 0.034288 -0.130102 -1.349306 0.0 0.0 0.1
H 0.964990 -1.534171 -0.804926 -0.1 0.2 0.0
H 0.438175 0.959696 0.914216 0.1 -0.1 0.0
H 1.295462 -0.489883 1.437907 0.0 0.1 -0.1
```
Positions in Å, forces in eV/Å.

These are the natural (NBO) partial charges, in e, on atoms 1 to 6: atom 1 (N): -0.847, atom 2 (C): 0.328, atom 3 (O): -0.516, atom 4 (C): -0.079, atom 5 (C): -0.537, atom 6 (C): 0.276

4.
Below is one molecule with the formula C4H10FNO at a distorted geometry, with properties calculated with ωB97M-V/def2-TZVPD.

Spin multiplicity   1
ΔE to the lowest compared entry with this formula, charge and spin   18.2 kcal per mole
Structure (SMILES)   C[C@H](O)[C@@](C)(N)F
LUMO energy   0.0353 Ha
Gap between HOMO and LUMO   0.40638 Eh

Structure (XYZ):
```
17
Properties=species:S:1:pos:R:3:forces:R:3
C -1.860003 -0.779634 -0.264745 1.4 0.1 1.0
C 1.606480 1.311462 0.212566 -2.0 -1.9 0.2
C -0.835209 0.231515 0.281841 0.3 -0.2 -2.6
C 0.592972 -0.019189 -0.224214 1.5 5.4 -0.2
N 1.116747 -1.204775 0.160827 1.3 -1.7 -0.2
O -1.276792 1.545163 -0.013225 -0.9 -0.4 1.8
F 0.680097 0.112721 -1.654633 -1.0 -0.3 -0.2
H -2.784529 -0.463414 0.146209 -1.2 0.3 -0.2
H -1.695179 -1.761790 0.147145 0.2 -0.5 0.2
H -1.801354 -0.867706 -1.328933 -0.3 0.3 -0.7
H 2.330719 0.842321 0.943611 -1.0 1.2 -0.4
H 2.156800 1.692691 -0.662928 -0.3 -0.4 0.3
H 0.852643 2.110238 0.544148 1.7 -1.1 0.2
H -0.753582 0.138218 1.321568 -0.1 0.0 1.7
H 0.420866 -1.919048 0.086013 -0.3 -0.7 0.0
H 1.859439 -1.413959 -0.522242 -0.2 -0.2 0.8
H -0.915587 1.891984 -0.800762 0.7 0.2 -1.5
```
Positions in Å, forces in eV/Å.

These are the natural (NBO) partial charges, in e, on atoms 1 to 6: atom 1 (C): -0.633, atom 2 (C): -0.669, atom 3 (C): 0.057, atom 4 (C): 0.493, atom 5 (N): -0.837, atom 6 (O): -0.716

- Which of these has the highest spin multiplicity?
  C30H39Ge2IN3NiS

- The highest spin multiplicity belongs to which entry?
  C30H39Ge2IN3NiS